Record 1
Here is C4H5NO as an isolated structure from the OMol25 dataset. Energies are from wB97M-V/def2-TZVPD.

```
11
Properties=species:S:1:pos:R:3:mulliken_charge:R:1
C 1.12096 -0.21105 -0.90986 -0.9664
C 0.38413 -0.42955 0.39358 -0.1797
C -0.98650 1.24777 0.67503 0.2904
O -0.73902 2.34761 0.47035 -0.2885
C -0.80279 -1.12526 0.44542 0.2688
N -1.98703 -1.09658 0.59406 -0.6869
H 1.86063 -0.99903 -1.09755 0.3206
H 0.42636 -0.18792 -1.75559 0.3144
H 1.65421 0.74550 -0.87314 0.2880
H 1.00554 -0.50382 1.28908 0.3400
H -1.93649 0.21232 0.76863 0.2993
```

Values from the calculation:
largest force on an atom: 0.014 Eh/bohr
HOMO-LUMO gap: 10.19 eV
relative energy (zero: lowest compared OMol25 entry of this formula, charge and spin): 290.60 kJ/mol
multiplicity: 1

Record 2
Here is one molecule with the formula C4H5NO from the OMol25 dataset. Energies are from wB97M-V/def2-TZVPD.

```
11
Properties=species:S:1:pos:R:3:mulliken_charge:R:1
C 0.38286 -1.77165 -0.45990 -0.9327
C -0.17165 -0.55944 0.17680 0.4151
N -0.98006 -0.19497 1.05364 -0.4961
O 0.67285 2.04639 1.64220 -0.4700
C 0.19090 2.00453 0.53616 -0.0828
C -0.55672 0.83415 0.00258 0.0237
H 0.40860 -2.60752 0.24267 0.3138
H -0.30796 -2.02419 -1.27335 0.2700
H 1.36842 -1.60620 -0.89795 0.2859
H 0.22727 2.88265 -0.14370 0.3167
H -1.27641 1.07257 -0.78374 0.3564
```

Values from the calculation:
structure (SMILES): CC1=N[C@H]1C=O
largest force on an atom: 0.011 Eh/bohr
HOMO-LUMO gap: 10.63 eV
relative energy (zero: lowest compared OMol25 entry of this formula, charge and spin): 208.89 kJ/mol
multiplicity: 1

Record 3
Here is C4H5NO as an isolated structure in a non-equilibrium geometry from the OMol25 dataset. Energies are from wB97M-V/def2-TZVPD.

```
11
Properties=species:S:1:pos:R:3:mulliken_charge:R:1
O -0.85556 -2.09894 -0.63531 -0.4899
C -0.57375 -0.82719 -0.23848 0.7852
C -1.45301 0.25008 -0.22937 -0.5103
N -0.15343 1.60153 0.29700 -0.3904
C 0.89069 0.82978 0.47804 -0.3371
C 0.66724 -0.52279 0.31869 -0.5232
H -0.01145 -2.58601 -0.61754 0.3261
H -1.75138 0.87058 -1.03964 0.2232
H 0.11111 2.60789 0.29296 0.2349
H 1.89469 1.20438 0.67082 0.3648
H 1.31134 -1.27675 0.72433 0.3167
```

Values from the calculation:
largest force on an atom: 0.052 Eh/bohr
HOMO-LUMO gap: 8.93 eV
relative energy (zero: lowest compared OMol25 entry of this formula, charge and spin): 347.88 kJ/mol
multiplicity: 1

Record 4
Here is one molecule with the formula C4H5NO in a non-equilibrium geometry from the OMol25 dataset. Energies are from wB97M-V/def2-TZVPD.

```
11
Properties=species:S:1:pos:R:3:mulliken_charge:R:1
C 0.00617 -0.72767 0.02591 -0.1900
C -1.30499 1.04925 0.18495 0.1288
C 2.31186 -2.29734 -0.41542 -0.3052
C -1.56800 2.31064 0.43916 -0.6022
N 1.15215 -1.51667 -0.05026 -0.0806
O -0.03099 0.53107 -0.10623 -0.2049
H 2.61873 -2.44962 -1.44491 0.2373
H 2.48389 -3.14598 0.26045 0.2267
H -0.89708 3.16225 0.24232 0.2471
H -2.59936 2.67506 0.71466 0.2181
H -2.17238 0.40900 0.14938 0.3248
```

Values from the calculation:
largest force on an atom: 0.157 Eh/bohr
HOMO-LUMO gap (alpha / beta): 8.16 / 8.15 eV
relative energy (zero: lowest compared OMol25 entry of this formula, charge and spin): 562.75 kJ/mol
multiplicity: 1

Record 5
Here is a 2-piece molecular cluster, C4H5NO overall in a non-equilibrium geometry from the OMol25 dataset. Energies are from wB97M-V/def2-TZVPD.

```
11
Properties=species:S:1:pos:R:3:mulliken_charge:R:1
C 1.35283 -0.53197 0.55719 -1.0356
C 0.53985 -1.12310 -0.57327 -0.3269
C -0.28958 -0.41637 -1.30355 0.5321
O -1.03093 0.21615 -1.95847 -0.4205
C -1.96895 1.73132 0.48755 0.0832
N -1.15958 1.71200 1.30957 -0.3683
H 0.90814 -0.76517 1.53070 0.2562
H 1.41412 0.55630 0.48082 0.3192
H 2.37209 -0.93028 0.53893 0.3477
H 0.57156 -2.18838 -0.78323 0.3280
H -2.70954 1.73951 -0.28625 0.2849
```

Values from the calculation:
structure (SMILES): CC=C=O.C#N
largest force on an atom: 0.022 Eh/bohr
HOMO-LUMO gap: 9.73 eV
relative energy (zero: lowest compared OMol25 entry of this formula, charge and spin): 167.20 kJ/mol
multiplicity: 1

Record 6
Here is one molecule with the formula C4H5NO in a non-equilibrium geometry from the OMol25 dataset. Energies are from wB97M-V/def2-TZVPD.

```
11
Properties=species:S:1:pos:R:3:mulliken_charge:R:1
C -0.47346 -0.16171 -0.04307 0.7650
C 0.38850 0.89382 -0.10092 -0.3588
C 1.65368 0.54992 -0.08579 -0.3853
C 0.39287 -1.20555 -0.03878 -0.5901
H -2.17717 0.88763 0.14154 0.2383
H -2.48448 -0.92244 0.13241 0.2486
H 0.11081 1.97035 0.22830 0.1505
H 2.57926 1.08526 -0.05679 0.4159
H 0.20343 -2.22286 0.12155 0.4266
N -1.85655 -0.08469 -0.19012 -0.5638
O 1.66312 -0.78974 -0.10832 -0.3470
```

Values from the calculation:
structure (SMILES): Nc1ccoc1
largest force on an atom: 0.150 Eh/bohr
HOMO-LUMO gap: 9.00 eV
relative energy (zero: lowest compared OMol25 entry of this formula, charge and spin): 164.73 kJ/mol
multiplicity: 1

Record 7
Here is one molecule with the formula C4H5NO from the OMol25 dataset. Energies are from wB97M-V/def2-TZVPD.

```
11
Properties=species:S:1:pos:R:3:mulliken_charge:R:1
O 0.91699 -0.90237 -0.95639 -0.3314
C 0.75696 -1.08578 0.34073 0.0924
C 0.59043 -0.01443 1.17639 -0.7903
C -0.86529 0.73221 -0.31970 -0.4666
C -0.15893 0.08571 -1.38903 0.5277
N -0.61253 0.41106 -2.45607 -0.5466
H 0.54640 -2.11021 0.65493 0.3434
H 1.08723 0.92588 0.96117 0.3212
H 0.31559 -0.18524 2.21368 0.3030
H -0.73240 1.80026 -0.17561 0.2798
H -1.84445 0.34291 -0.05009 0.2671
```

Values from the calculation:
largest force on an atom: 0.014 Eh/bohr
HOMO-LUMO gap (alpha / beta): 8.35 / 8.35 eV
relative energy (zero: lowest compared OMol25 entry of this formula, charge and spin): 456.13 kJ/mol
multiplicity: 1

Record 8
Here is one molecule with the formula C4H5NO from the OMol25 dataset. Energies are from wB97M-V/def2-TZVPD.

```
11
Properties=species:S:1:pos:R:3:mulliken_charge:R:1
N -0.40221 -1.61493 -0.09510 -0.3716
C -1.23583 -0.58505 -0.33899 -0.0417
C 0.22079 -0.26873 -1.02420 -0.3762
C 0.78215 0.62561 -0.19869 -0.2836
C -0.03244 0.81835 1.06195 -0.4054
O -1.30567 0.25311 0.78519 -0.2286
H -0.46359 -2.22071 -0.92074 0.3314
H 0.54127 -0.55104 -2.02120 0.4362
H 1.61618 1.27380 -0.45303 0.3895
H -0.21639 1.87849 1.27281 0.3271
H 0.49573 0.39111 1.93201 0.2229
```

Values from the calculation:
largest force on an atom: 0.011 Eh/bohr
HOMO-LUMO gap (alpha / beta): 7.91 / 7.91 eV
relative energy (zero: lowest compared OMol25 entry of this formula, charge and spin): 486.75 kJ/mol
multiplicity: 1